Formula: C5H10NO
Source: OMol25
Level of theory: ωB97M-V with the def2-TZVPD basis set

```
17
Properties=species:S:1:pos:R:3:mulliken_charge:R:1
C 1.537 -1.123 0.377 -0.06
C 1.143 0.359 0.442 0.63
C -0.108 0.452 -0.290 -0.59
C 2.410 0.859 -0.206 -1.32
C -1.876 -1.373 -0.145 -0.77
N -1.351 0.005 0.205 -0.05
O 1.516 -2.103 -0.264 -0.31
H 0.970 0.806 1.495 0.31
H 0.218 0.144 -1.341 0.26
H 2.505 0.374 -1.242 0.32
H 3.413 0.674 0.245 0.37
H 2.431 1.942 -0.360 0.35
H -2.761 -1.666 0.383 0.36
H -2.086 -1.270 -1.193 0.36
H -0.988 -2.183 0.083 0.30
H -1.500 0.027 1.298 0.45
H -1.957 0.721 -0.074 0.39
```

- HOMO (alpha / beta): -0.3945 / -0.6054 Ha
- ΔE to the lowest compared entry with this formula, charge and spin: 202.7 kJ/mol
- E_LUMO (alpha / beta): -3.79 / -5.81 eV
- <S²>: 2.01
- Total charge: +1
- Multiplicity: 3
- Gap between HOMO and LUMO (alpha / beta): 6.95 / 10.66 eV